Record 1
Computed, not measured: C23H42Cl3N2O4SiZn as an isolated structure, with ωB97M-V/def2-TZVPD.

## Properties
* HOMO level: -3.6 eV
* charge: -1
* lowest unoccupied orbital energy: 2.25 eV
* relative energy (zero: lowest compared OMol25 entry of this formula, charge and spin): 84.6 kcal/mol

Element x y z (Å)
C -1.9029 -2.7944 -2.9468
C -0.8811 -3.8622 -2.7281
H -1.9965 -2.5661 -4.0093
H -1.5964 -1.8729 -2.4557
H -2.8851 -3.0664 -2.5730
C -0.4927 -4.7644 -3.6303
C -0.9702 -4.9280 -5.0307
H 0.2699 -5.4754 -3.3223
H -1.1606 -3.9572 -5.4940
H -1.9182 -5.4696 -5.0557
H -0.2690 -5.4668 -5.6611
Zn -0.8559 4.1358 1.3149
Cl -2.5524 4.2314 2.8755
Cl -1.7616 2.3695 0.1561
C -0.3898 1.7887 2.9228
O 0.1752 2.8223 2.5195
N 0.2291 0.8527 3.6411
C 1.6748 0.7565 3.6775
C -0.5261 -0.1182 4.4046
H -1.4381 1.5983 2.7036
H 2.0970 1.6919 3.3322
H 2.0134 -0.0538 3.0322
H 2.0149 0.5570 4.6938
H -1.5850 0.1123 4.3471
H -0.2209 -0.1028 5.4511
H -0.3650 -1.1222 4.0114
H -0.7701 4.1813 -3.5328
H 0.5438 2.1359 -2.3922
C 0.0641 4.8168 -3.2370
C 1.3506 2.8664 -2.4164
N 0.8097 4.1912 -2.1660
H -0.3314 5.7716 -2.9045
C 0.8184 4.7136 -0.9465
O 0.8414 4.0374 0.1018
H 2.0572 2.6202 -1.6343
H 0.8427 5.8059 -0.9210
H 0.7058 4.9808 -4.1021
H 1.8316 2.8387 -3.3937
O 0.9455 -3.1040 -1.3283
C -0.2477 -3.8748 -1.3546
C 1.3272 -5.8325 -0.9965
C 0.0534 -5.2885 -0.9065
H 2.1316 -5.2203 -1.3748
C 1.5611 -7.1429 -0.5995
H -0.9666 -3.4490 -0.6469
C -0.9839 -6.0758 -0.4131
H 2.5593 -7.5548 -0.6743
C 0.5252 -7.9217 -0.1071
C -0.7517 -7.3819 -0.0145
H -1.9830 -5.6618 -0.3517
H 0.7087 -8.9421 0.2025
H -1.5673 -7.9804 0.3698
Si 1.3888 -2.0772 -0.0842
Cl -1.7502 5.7836 -0.0633
C 3.2291 -1.8492 -0.3242
C 1.0225 -2.8641 1.5786
C 0.5196 -0.4211 -0.2112
H 3.7225 -2.7996 -0.5236
H 3.6937 -1.4105 0.5589
H 3.4349 -1.1889 -1.1661
H 0.7355 0.0666 -1.1611
H 0.8488 0.2495 0.5836
H -0.5602 -0.5279 -0.1300
H 1.3722 -3.8953 1.6203
H -0.0426 -2.8608 1.8046
H 1.5243 -2.3173 2.3773
C -0.3399 8.0729 2.6860
C -1.4881 7.1938 2.2884
C -2.9067 7.6920 2.3525
O -1.2424 6.0056 1.9101
H -0.6862 9.0787 3.0024
H 0.3521 8.1890 1.8257
H 0.2063 7.6048 3.5306
H -3.3717 7.6507 1.3467
H -3.4936 7.0584 3.0490
H -2.9510 8.7409 2.7124

---

Record 2
Computed, not measured: C47H38HgN10Se as an isolated structure, with ωB97M-V/def2-TZVPD.

## Properties
* HOMO level (spin up / spin down): -2.7 / -3.0 eV
* charge: -1
* lowest unoccupied orbital energy (spin up / spin down): 2.08 / 1.66 eV
* 2S+1: 2
* relative energy (zero: lowest compared OMol25 entry of this formula, charge and spin): 27.7 kcal/mol
* ⟨S²⟩: 0.85

Element x y z (Å)
Hg 0.3587 -1.2032 0.4234
C 4.5645 1.8019 4.7145
C 3.5819 1.4993 5.6631
C 2.4819 0.7239 5.3265
C 2.3783 0.2665 4.0222
C 1.3476 -0.5515 3.3385
N 0.3225 -1.1113 3.9386
C -0.5771 -1.9521 3.3681
C -1.4114 -2.8741 4.1001
C -1.5405 -3.1585 5.4641
C -2.3694 -4.1885 5.8472
C -3.0607 -4.9606 4.8892
C -2.9252 -4.7069 3.5435
C -2.1019 -3.6492 3.1403
C -1.6742 -3.1806 1.8456
N -2.0643 -3.7322 0.6491
C -1.4161 -3.6235 -0.4736
N -0.2414 -2.9986 -0.7308
C 0.1840 -3.1506 -2.0169
N 1.2778 -2.7388 -2.5770
C 2.2723 -2.0132 -1.9495
N 2.1686 -1.2570 -0.8400
C 3.3797 -0.7905 -0.4282
N 3.6797 -0.1177 0.7185
C 2.9508 -0.0718 1.8025
N 1.7464 -0.6598 2.0512
C 3.3625 0.5663 3.0744
C 4.4669 1.3335 3.4119
C 4.3388 -1.1826 -1.4226
C 5.7263 -1.0079 -1.5310
C 6.3824 -1.5825 -2.5933
C 5.6844 -2.3535 -3.5524
C 4.3285 -2.5519 -3.4501
C 3.6398 -1.9568 -2.3825
C -0.8579 -3.9717 -2.7025
C -0.9662 -4.4175 -4.0061
C -2.0894 -5.1630 -4.3491
C -3.0727 -5.4526 -3.4031
C -2.9562 -5.0047 -2.0918
C -1.8397 -4.2619 -1.7564
N -0.8391 -2.1428 2.0473
H 5.4137 2.4089 5.0046
H 3.6856 1.8769 6.6733
H 1.7179 0.4749 6.0523
H -0.9905 -2.5770 6.1932
H -2.4862 -4.4225 6.8986
H -3.6959 -5.7720 5.2236
H -3.4358 -5.3091 2.8026
H 5.2254 1.5515 2.6709
H 6.2582 -0.4322 -0.7837
H 7.4538 -1.4554 -2.6956
H 6.2338 -2.8020 -4.3718
H 3.7910 -3.1563 -4.1704
H -0.1917 -4.1890 -4.7267
H -2.2050 -5.5243 -5.3638
H -3.9386 -6.0329 -3.6982
H -3.7084 -5.2254 -1.3453
C -5.2040 2.2143 -3.8894
C -3.9038 1.8243 -3.2008
C -2.7199 1.8854 -4.1576
C -1.3830 1.5243 -3.5226
N -1.0015 2.4336 -2.4438
C -1.0327 2.1527 -1.1148
Se -1.6671 0.6284 -0.3217
N -0.5238 3.2235 -0.4579
C -0.2463 3.2497 0.9751
C -1.4414 3.7310 1.7803
C -1.1147 3.8568 3.2659
C -0.5904 2.5591 3.8712
C -0.1771 4.2066 -1.3690
C 0.3696 5.4699 -1.2025
C 0.6084 6.2086 -2.3502
C 0.3113 5.7014 -3.6195
C -0.2394 4.4403 -3.7828
C -0.4818 3.7051 -2.6327
H -6.0465 2.1877 -3.1981
H -5.4312 1.5334 -4.7125
H -5.1445 3.2241 -4.3024
H -3.9805 0.8180 -2.7859
H -3.7249 2.4838 -2.3477
H -2.6610 2.8845 -4.6040
H -2.8815 1.1847 -4.9829
H -0.5794 1.5526 -4.2608
H -1.4063 0.5239 -3.0899
H 0.6228 3.8939 1.1270
H 0.0362 2.2353 1.2558
H -2.2561 3.0148 1.6411
H -1.7769 4.6923 1.3783
H -2.0211 4.1669 3.7924
H -0.3854 4.6609 3.4130
H -1.2191 1.7080 3.5994
H -0.5635 2.6113 4.9598
H 0.4244 2.3296 3.5441
H 0.6006 5.8609 -0.2213
H 1.0351 7.1987 -2.2623
H 0.5160 6.3059 -4.4928
H -0.4675 4.0479 -4.7642

---

Record 3
Computed, not measured: C39H53CoN5P2 as an isolated structure, with ωB97M-V/def2-TZVPD.

## Properties
* HOMO level (spin up / spin down): -6.1 / -6.5 eV
* lowest unoccupied orbital energy (spin up / spin down): -0.14 / 0.06 eV
* 2S+1: 4
* ⟨S²⟩: 3.79

Element x y z (Å)
Co 0.0202 -0.1581 -0.4697
C -1.1963 1.6638 -0.7191
C -1.5006 0.6386 -1.6300
C -1.1278 0.6542 -3.1002
C 0.2250 -0.0079 -3.4492
C 1.1649 -0.0564 -2.2767
C 1.5145 1.0662 -1.5127
C 0.9963 2.4565 -1.7531
C -0.2649 2.8130 -0.9218
C 1.4287 -1.2012 0.3123
H -1.8893 1.7897 0.1210
H -2.4150 0.0714 -1.4144
H -1.1513 1.6898 -3.4752
H -1.9238 0.1165 -3.6406
H 0.0401 -1.0437 -3.7788
H 0.6819 0.4956 -4.3225
H 1.8342 -0.9233 -2.2493
H 2.4280 0.9989 -0.9103
H 0.7729 2.5994 -2.8217
H 1.7841 3.1821 -1.4914
H 0.0450 3.1798 0.0736
H -0.7759 3.6688 -1.3966
H 1.5383 -0.9114 1.3712
H 2.3975 -1.1125 -0.2020
H 1.0729 -2.2418 0.2759
P 1.4028 -1.0849 -8.0527
P -1.8737 -0.6933 -7.7280
N 2.8230 -0.0512 -8.1333
N 2.1162 -2.4028 -9.1214
N -2.1012 1.0600 -7.5665
N -3.5387 -1.0341 -8.2678
C 0.4142 -0.2579 -9.3964
C -1.0784 -0.6621 -9.4165
C 3.3876 0.5604 -6.9999
C 4.4493 1.3575 -7.4007
C 4.5486 1.2519 -8.8268
C 3.5228 0.4163 -9.2499
C 2.2417 -3.7389 -8.7210
C 2.6886 -4.5088 -9.7942
C 2.8783 -3.6170 -10.8961
C 2.4862 -2.3544 -10.4647
C -1.8411 1.7265 -6.3631
C -1.9023 3.0977 -6.5734
C -2.2286 3.2950 -7.9516
C -2.3145 2.0390 -8.5361
C -4.3822 -0.3288 -9.1340
C -5.4785 -1.1192 -9.4592
C -5.3070 -2.3745 -8.7847
C -4.1147 -2.3034 -8.0808
H 0.8367 -0.5171 -10.3776
H 0.5261 0.8322 -9.2609
H -1.6273 0.0319 -10.0726
H -1.2123 -1.6784 -9.8332
H 2.9807 0.3595 -6.0220
H 5.0933 1.9484 -6.7652
H 5.2889 1.7125 -9.4630
H 3.2381 0.1234 -10.2450
H 2.0065 -4.0260 -7.7111
H 2.8472 -5.5790 -9.8121
H 3.2583 -3.8497 -11.8809
H 2.4254 -1.4402 -11.0297
H -1.6399 1.1551 -5.4739
H -1.7259 3.8739 -5.8406
H -2.3903 4.2321 -8.4622
H -2.5011 1.7723 -9.5638
H -4.1588 0.6815 -9.4220
H -6.2993 -0.8325 -10.1009
H -5.9854 -3.2157 -8.8226
H -3.6229 -3.0217 -7.4479
C -2.3008 0.3551 5.8978
C -1.5356 0.7020 4.6457
C -0.6063 1.7455 4.6496
C 0.1326 2.0493 3.4983
C 1.1044 3.1903 3.5282
C -0.0327 1.2738 2.3492
C -0.9769 0.2041 2.2780
C -1.7293 -0.0192 3.4704
N -1.1123 -0.5460 1.1242
C -1.9610 -1.7698 1.1421
C -1.4641 -2.7434 2.2089
C -3.4371 -1.4089 1.2960
C -1.8481 -2.5033 -0.1965
H -1.6188 0.0532 6.7045
H -2.8832 1.2086 6.2700
H -2.9955 -0.4729 5.7185
H -0.4497 2.3318 5.5592
H 0.6161 4.1223 3.8395
H 1.9137 2.9981 4.2441
H 1.5513 3.3516 2.5429
H 0.6005 1.4872 1.4782
H -2.4879 -0.7970 3.5095
H -1.5871 -2.3919 3.2322
H -2.0123 -3.6890 2.1229
H -0.3964 -2.9395 2.0566
H -3.7473 -0.7620 0.4671
H -4.0349 -2.3284 1.2702
H -3.6827 -0.8800 2.2152
H -2.3431 -1.9499 -1.0063
H -0.8005 -2.6845 -0.4786
H -2.3550 -3.4734 -0.0895

---

Record 4
Computed, not measured: C6H10O2 in the gas phase, with ωB97M-V/def2-TZVPD.

## Properties
* HOMO level: -8.2 eV
* lowest unoccupied orbital energy: 0.71 eV
* SMILES: CC1=C(CO)CCO1
* relative energy (zero: lowest compared OMol25 entry of this formula, charge and spin): 116.3 kcal/mol

Element x y z (Å)
C -0.8037 -1.8372 -0.6978
C -0.1531 -0.6556 -0.0442
C -0.0695 0.6731 0.0848
C -0.8957 1.2716 -1.1221
C 0.7331 1.0496 1.2522
C 1.4157 -0.3610 1.6570
H -1.7175 -2.0058 0.1019
H -1.3185 -1.3284 -1.6177
H -0.0077 -2.6269 -1.0684
H -2.0178 1.2674 -0.7706
H -0.5282 2.2316 -1.4763
H 0.3357 0.4223 -2.3331
H 0.2622 1.7046 2.1593
H 1.3139 1.9408 1.0530
H 2.5208 -0.3435 1.8386
H 0.9047 -0.5554 2.6686
O -0.8354 0.4810 -2.4327
O 0.8611 -1.3282 0.7475

---

Record 5
Computed, not measured: a 15-piece molecular cluster, H30O15 overall, with ωB97M-V/def2-TZVPD.

## Properties
* HOMO level: -11.1 eV
* lowest unoccupied orbital energy: -0.50 eV
* relative energy (zero: lowest compared OMol25 entry of this formula, charge and spin): 103.0 kcal/mol

Element x y z (Å)
O 0.6262 3.3606 -0.9484
H 1.6589 3.5108 -0.8657
H 0.5678 2.4988 -0.5853
O 2.6938 3.9224 1.5890
H 1.8880 4.4540 1.3469
H 2.5802 3.0324 1.3741
O -4.5436 -1.3019 2.1363
H -4.2574 -1.7195 1.3922
H -3.8583 -1.4404 2.7891
O 1.8342 -1.4624 1.0687
H 1.2323 -2.1687 0.6276
H 2.5863 -1.9691 1.3776
O -0.9369 -4.2957 -1.5164
H -0.4383 -3.7787 -0.9283
H -1.4945 -3.5704 -1.9407
O -2.4062 -1.5705 -4.2337
H -2.4266 -1.2461 -3.3116
H -1.3795 -1.6188 -4.4018
O 3.7209 -2.4420 -0.4619
H 3.9156 -3.1675 -1.0589
H 4.5378 -1.9979 -0.3119
O -0.2506 -1.4833 -0.4559
H 0.6031 -1.2505 -0.7852
H -0.4216 -0.6252 0.0971
O -1.3280 0.0273 1.9504
H -0.5765 -0.5178 2.2571
H -1.9879 -0.5868 2.3098
O -1.7597 2.9891 1.5856
H -0.9307 2.5448 1.3500
H -2.1447 3.1661 0.7181
O 2.6021 -1.8060 -2.9804
H 3.1436 -2.1115 -3.7540
H 3.0640 -1.0193 -2.6056
O -3.0798 2.7169 -1.7126
H -2.5071 3.2129 -1.1573
H -2.5997 1.8289 -1.7062
O -1.4411 0.8721 -0.3784
H -1.8187 0.4000 -1.1058
H -2.2092 1.0293 0.2210
O 1.7047 1.5693 0.7276
H 1.9184 0.7079 0.4149
H 0.8318 1.5602 1.1820
O 0.7460 -0.0004 3.3623
H 1.6055 0.1240 2.9832
H 0.7353 -0.3775 4.3451

---

Record 6
Computed, not measured: a 2-piece molecular cluster, C3H9NO2S overall, with ωB97M-V/def2-TZVPD.

## Properties
* HOMO level: -9.1 eV
* lowest unoccupied orbital energy: 0.72 eV
* SMILES: O=CNCCS.O
* relative energy (zero: lowest compared OMol25 entry of this formula, charge and spin): 37.3 kcal/mol

Element x y z (Å)
O -2.4989 -0.9771 -0.8639
C -1.6966 -0.1767 -0.4635
N -1.0461 -0.1402 0.7531
C -0.2930 1.0179 1.1064
C 1.2695 0.9764 0.8102
S 1.5830 1.4391 -0.9076
H -1.4347 0.6271 -1.1746
H -0.8154 -1.0680 1.0826
H -0.7206 1.8479 0.5432
H -0.2803 1.3768 2.1409
H 1.6631 1.6584 1.5623
H 1.6667 -0.0161 1.0251
H 1.2992 0.1921 -1.3661
H 0.6602 -2.6375 -2.1090
H -0.0822 -1.8830 -0.9003
O 0.7260 -2.2372 -1.2387

---

Record 7
Computed, not measured: C32H57N2O2P2Ti as an isolated structure, with ωB97M-V/def2-TZVPD.

## Properties
* HOMO level (spin up / spin down): -8.5 / -8.6 eV
* charge: +1
* lowest unoccupied orbital energy (spin up / spin down): -3.26 / -3.11 eV
* 2S+1: 3
* relative energy (zero: lowest compared OMol25 entry of this formula, charge and spin): 0.0 kcal/mol
* ⟨S²⟩: 2.01

Element x y z (Å)
C 1.4797 -2.4597 -0.6504
C 2.9482 -0.6284 -0.3835
C 2.4930 -3.2405 -1.1877
C 4.0278 -1.4612 -0.7684
C 3.7994 -2.7505 -1.1979
H 2.2463 -4.2349 -1.5428
H 5.0183 -1.0082 -0.7798
H 4.6148 -3.3830 -1.5437
N 1.6892 -1.1895 -0.2477
P -0.8056 -2.2867 0.9667
P 1.7714 1.8955 -0.0684
C 0.0804 -3.0325 -0.4838
H -0.5045 -2.8685 -1.4052
H 0.1372 -4.1227 -0.3518
C 3.1093 0.7631 -0.2235
H 4.1391 1.1284 -0.2262
C 1.6903 2.6144 -1.8526
C 2.3485 3.2562 1.1467
C -2.6758 -2.4410 0.6027
C -0.1947 -3.4203 2.3465
C 0.3149 3.2668 -2.0348
H 0.1232 4.0677 -1.3112
H 0.2571 3.7059 -3.0435
H -0.4823 2.5181 -1.9427
C 2.8266 3.6021 -2.1374
H 2.7637 4.5218 -1.5456
H 3.8091 3.1328 -1.9980
H 2.7585 3.8988 -3.1955
C 1.8418 1.4581 -2.8505
H 1.8248 1.8603 -3.8750
H 2.7828 0.9169 -2.7106
H 1.0191 0.7384 -2.7591
C 1.4427 4.4916 0.9903
H 0.3812 4.2269 1.1060
H 1.6962 5.2096 1.7858
H 1.5795 5.0101 0.0328
C 2.2103 2.7405 2.5867
H 1.1726 2.5014 2.8500
H 2.8377 1.8638 2.7796
H 2.5437 3.5428 3.2657
C 3.8263 3.6159 0.9427
H 4.0535 4.0127 -0.0509
H 4.0792 4.4034 1.6700
H 4.4764 2.7555 1.1389
C -0.6940 -2.8208 3.6724
H -0.4339 -3.5189 4.4814
H -0.2047 -1.8641 3.8853
H -1.7824 -2.6759 3.6922
C 1.3470 -3.4522 2.3579
H 1.7552 -3.9359 1.4617
H 1.7844 -2.4583 2.4621
H 1.6577 -4.0452 3.2318
C -0.6646 -4.8766 2.1854
H -0.0512 -5.5018 2.8517
H -1.7044 -5.0222 2.4897
H -0.5283 -5.2561 1.1646
C -2.8914 -2.6860 -0.8945
H -2.4895 -3.6514 -1.2304
H -3.9725 -2.6908 -1.1051
H -2.4479 -1.8842 -1.4915
C -3.3192 -1.0968 0.9757
H -2.9282 -0.2712 0.3679
H -4.4012 -1.1627 0.7877
H -3.1820 -0.8524 2.0382
C -3.3705 -3.5599 1.3835
H -3.0394 -4.5539 1.0591
H -3.2537 -3.4567 2.4693
H -4.4491 -3.5005 1.1704
Ti 0.1507 0.0434 0.6340
C 1.0260 -0.1815 2.3441
O 1.6036 -0.2780 3.3748
N -0.9565 -0.0480 -1.2015
C -1.0753 0.2256 -2.3416
C -1.8970 0.3844 -3.6126
C -0.9703 0.6426 -4.7971
C -2.6900 -0.8938 -3.8695
C -2.8413 1.5632 -3.4003
H -0.3929 1.5636 -4.6494
H -0.2701 -0.1938 -4.9164
H -1.5505 0.7456 -5.7237
H -3.4465 -1.0530 -3.0918
H -3.2150 -0.8207 -4.8311
H -2.0257 -1.7680 -3.9142
H -3.4403 1.7375 -4.3031
H -3.5263 1.3585 -2.5657
H -2.2864 2.4827 -3.1732
C -2.6991 2.8862 2.1980
C -1.7376 1.7911 2.4254
C -1.5464 1.2511 3.7845
O -1.1165 1.3137 1.4243
H -3.1185 3.2049 3.1572
H -3.5214 2.5616 1.5456
H -2.2145 3.7465 1.7170
H -1.7931 0.1766 3.8502
H -0.5188 1.3737 4.1579
H -2.2169 1.7873 4.4684

---

Record 8
Computed, not measured: C16H15MgN8O7P2S2 as an isolated structure, with ωB97M-V/def2-TZVPD.

## Properties
* HOMO level: -4.9 eV
* charge: -1
* lowest unoccupied orbital energy: 2.22 eV
* relative energy (zero: lowest compared OMol25 entry of this formula, charge and spin): 8.2 kcal/mol

Element x y z (Å)
Mg -0.3639 0.2909 -0.3369
N -0.9207 2.3362 2.1978
C 0.3921 2.3099 1.9916
N 1.1928 3.0508 2.7695
C 2.4867 2.9292 2.5015
N 3.3488 3.6471 3.2673
N 3.0418 2.1387 1.5658
C 2.1541 1.4709 0.8441
N 0.8468 1.5301 0.9926
C 2.6563 0.5530 -0.2202
C 4.0127 0.4563 -0.4906
C 4.4217 -0.3980 -1.5021
C 3.4674 -1.1120 -2.2048
C 2.1328 -0.9596 -1.8581
N 1.7388 -0.1562 -0.8806
H -1.2646 2.8432 2.9925
H -1.5530 1.7325 1.6778
H 2.9567 4.3976 3.8074
H 4.2844 3.7454 2.9157
H 4.7044 1.0542 0.0823
H 5.4718 -0.4946 -1.7455
H 3.7385 -1.7799 -3.0102
H 1.3485 -1.5037 -2.3661
O -1.4151 -3.1297 2.0786
P -1.7548 -1.5654 1.8645
O -2.4388 -1.0309 3.0565
O -0.5176 -0.9271 1.2942
O -2.8149 -1.6705 0.6061
P -2.7689 -0.5442 -0.5394
O -4.2143 -0.6676 -1.1975
O -2.5047 0.7838 0.1214
O -1.6979 -0.8837 -1.5321
H -1.9112 -3.4432 2.8384
H -4.8852 -0.3011 -0.6145
S 1.7734 3.4732 -3.0998
C 0.6447 2.5581 -2.3298
N -0.1363 1.9077 -1.7547
S -0.7082 -5.5570 -0.7160
C -0.6900 -3.8602 -1.1080
N 0.2605 -3.1676 -0.6037
C 1.0795 -3.9619 0.1766
C 2.1784 -3.4954 0.9007
C 2.9075 -4.3955 1.6470
C 2.5523 -5.7510 1.6874
C 1.4619 -6.2238 0.9868
C 0.7238 -5.3160 0.2306
H -1.4653 -3.4163 -1.7178
H 2.4147 -2.4398 0.8756
H 3.7582 -4.0511 2.2209
H 3.1360 -6.4363 2.2889
H 1.1831 -7.2683 1.0346